[1]
The following is a quantum chemistry calculation of a cluster of 2 separate species, C6H14O in total, from OMol25.

Each line ends with the natural charge from an NBO analysis.
Geometry (Å):
C -1.960 -0.218 0.227  -0.4036
C -1.932 1.242 0.681  -0.4004
C -0.448 1.493 0.938  -0.4011
C 0.241 0.810 -0.250  -0.4270
C -0.716 -0.351 -0.667  -0.4092
H -2.879 -0.493 -0.296  0.2112
H -1.878 -0.877 1.099  0.1968
H -2.265 1.883 -0.143  0.1926
H -2.570 1.440 1.546  0.2110
H -0.145 1.009 1.877  0.1976
H -0.179 2.552 1.019  0.2116
H 0.341 1.510 -1.085  0.2013
H 1.247 0.504 0.029  0.2322
H -0.314 -1.368 -0.589  0.1777
H -0.984 -0.257 -1.720  0.2119
C 2.702 -1.484 -0.642  -0.2577
O 1.955 -1.503 0.554  -0.7296
H 2.125 -1.131 -1.509  0.1669
H 3.083 -2.485 -0.871  0.1698
H 3.548 -0.803 -0.506  0.1767
H 1.027 -1.473 0.306  0.4715

Forces on atoms 1 to 6 (eV/Å):
-0.096 0.020 0.067
-0.101 0.123 0.031
-0.004 0.047 0.057
0.019 0.069 -0.075
0.031 0.025 -0.105
0.059 0.043 0.045

As for the SMILES: C1CCCC1.CO. The calculation puts the relative energy (zero: lowest compared OMol25 entry of this formula, charge and spin) at 21.4 kcal/mol. The value obtained for the frontier orbital gap is 11.2289 eV.


[2]
The following is a quantum chemistry calculation of a cluster of 10 separate species, C42H111N7O17 in total at a distorted geometry, from OMol25.

Each line ends with the Löwdin charge.
Geometry (Å):
C -5.107 1.740 -7.174  -0.1263
O -4.482 0.744 -7.962  -0.1860
C -4.080 -0.391 -7.163  -0.2046
C -3.307 -1.430 -7.981  -0.1818
N -2.021 -0.989 -8.562  -0.0637
C -1.048 -0.527 -7.623  -0.2434
C -0.738 -1.514 -6.482  -0.2017
O 0.292 -0.958 -5.672  -0.2097
C 1.638 -1.021 -6.198  -0.0865
H -6.048 1.518 -6.670  0.0816
H -5.312 2.607 -7.802  0.0880
H -4.476 2.024 -6.332  0.0751
H -4.992 -0.726 -6.668  0.1220
H -3.422 -0.032 -6.372  0.1012
H -3.941 -1.646 -8.841  0.1144
H -3.125 -2.394 -7.506  0.1145
H -2.097 -0.192 -9.178  0.1071
H -1.238 0.496 -7.298  0.1202
H -0.112 -0.347 -8.151  0.1051
H -0.377 -2.498 -6.780  0.1235
H -1.654 -1.688 -5.917  0.1094
H 1.768 -0.339 -7.038  0.0726
H 1.914 -2.035 -6.486  0.0876
H 2.314 -0.628 -5.438  0.0827
C -0.653 8.080 -4.253  -0.1217
O -1.327 6.873 -3.893  -0.2315
C -2.718 7.092 -3.441  -0.1616
C -3.589 5.819 -3.195  -0.2045
N -3.355 5.276 -1.895  -0.0720
C -4.222 4.178 -1.498  -0.2087
C -3.690 2.832 -1.918  -0.2130
O -4.670 1.881 -1.450  -0.1631
C -4.395 0.617 -1.943  -0.1547
H 0.373 7.875 -4.558  0.0817
H -0.679 8.766 -3.406  0.0799
H -1.190 8.580 -5.059  0.0792
H -3.125 7.868 -4.089  0.1058
H -2.559 7.646 -2.516  0.1101
H -3.326 5.016 -3.884  0.1106
H -4.589 6.151 -3.473  0.1201
H -2.389 5.003 -1.781  0.1147
H -5.197 4.263 -1.978  0.1217
H -4.408 4.149 -0.425  0.1189
H -2.739 2.695 -1.404  0.1257
H -3.506 2.744 -2.988  0.1174
H -4.169 0.489 -3.002  0.0726
H -5.188 -0.089 -1.698  0.0913
H -3.459 0.176 -1.599  0.0834
C 5.352 3.536 -3.055  -0.1441
O 4.691 4.674 -3.470  -0.1847
C 3.508 4.322 -4.146  -0.2201
C 2.380 3.752 -3.247  -0.1724
N 1.740 4.778 -2.403  -0.0557
C 2.650 5.445 -1.484  -0.2226
C 1.888 6.088 -0.378  -0.2134
O 1.047 5.205 0.420  -0.2072
C 0.432 5.905 1.500  -0.1085
H 4.990 3.303 -2.053  0.0749
H 6.398 3.828 -2.965  0.0937
H 5.317 2.596 -3.606  0.0966
H 3.700 3.583 -4.924  0.1105
H 3.220 5.229 -4.677  0.1231
H 2.733 2.995 -2.546  0.1104
H 1.599 3.363 -3.901  0.1146
H 1.330 5.541 -2.924  0.0975
H 3.106 6.286 -2.005  0.1222
H 3.390 4.735 -1.114  0.1205
H 1.313 6.933 -0.755  0.1186
H 2.608 6.527 0.313  0.1178
H -0.149 5.167 2.053  0.0851
H -0.124 6.798 1.215  0.0877
H 1.252 6.155 2.174  0.0796
C -5.476 -3.983 8.011  -0.1053
O -4.328 -4.183 7.222  -0.1787
C -4.556 -4.120 5.868  -0.2617
C -4.734 -2.700 5.264  -0.1782
N -3.361 -2.107 5.171  -0.0391
C -3.451 -0.882 4.395  -0.2208
C -3.833 0.281 5.267  -0.2629
O -3.047 0.433 6.436  -0.1830
C -3.352 1.586 7.218  -0.0974
H -5.247 -4.419 8.984  0.0883
H -6.413 -4.362 7.604  0.0915
H -5.522 -2.904 8.152  0.0799
H -5.414 -4.672 5.485  0.1082
H -3.719 -4.702 5.482  0.1260
H -5.365 -2.067 5.888  0.1042
H -5.326 -2.872 4.365  0.1154
H -3.136 -1.929 6.140  0.0987
H -4.147 -0.947 3.559  0.1245
H -2.454 -0.618 4.043  0.1108
H -4.906 0.254 5.458  0.1133
H -3.796 1.172 4.640  0.1174
H -3.242 2.544 6.710  0.0799
H -2.542 1.568 7.947  0.0910
H -4.379 1.548 7.581  0.0875
C -6.628 -6.988 -0.011  -0.1243
O -7.296 -5.837 -0.488  -0.1748
C -8.505 -6.192 -1.196  -0.2122
C -8.334 -6.819 -2.581  -0.2056
N -7.828 -5.734 -3.443  -0.0547
C -7.092 -6.346 -4.537  -0.2021
C -5.641 -6.899 -4.216  -0.1915
O -5.031 -5.847 -3.483  -0.2105
C -3.794 -6.255 -2.988  -0.1200
H -5.682 -6.667 0.425  0.0876
H -6.365 -7.816 -0.669  0.0796
H -7.212 -7.351 0.835  0.0849
H -9.136 -5.308 -1.296  0.1215
H -9.102 -6.862 -0.577  0.1114
H -9.265 -7.052 -3.098  0.1215
H -7.724 -7.710 -2.428  0.0988
H -7.192 -5.135 -2.936  0.0954
H -7.026 -5.599 -5.328  0.1060
H -7.681 -7.118 -5.031  0.1094
H -4.951 -7.078 -5.040  0.1154
H -5.686 -7.804 -3.609  0.1060
H -3.189 -5.350 -2.931  0.0949
H -3.336 -7.016 -3.619  0.0811
H -3.885 -6.738 -2.015  0.0823
C 3.260 -2.991 8.330  -0.1136
O 3.146 -1.686 7.762  -0.2173
C 2.887 -1.656 6.349  -0.1907
C 2.795 -0.256 5.663  -0.2398
N 4.060 0.385 5.740  -0.0494
C 3.858 1.813 5.363  -0.1672
C 3.492 2.621 6.667  -0.1888
O 4.454 2.493 7.735  -0.1947
C 4.595 3.621 8.568  -0.1238
H 4.117 -3.569 7.985  0.0804
H 2.369 -3.588 8.137  0.0812
H 3.397 -2.890 9.407  0.0845
H 1.998 -2.276 6.234  0.1155
H 3.798 -2.151 6.013  0.1144
H 1.927 0.205 6.134  0.1109
H 2.469 -0.399 4.633  0.1190
H 4.296 0.519 6.713  0.0881
H 3.144 1.973 4.555  0.1087
H 4.824 2.137 4.975  0.1060
H 2.521 2.328 7.067  0.1145
H 3.385 3.663 6.365  0.1098
H 5.104 4.487 8.145  0.0832
H 5.179 3.340 9.444  0.0871
H 3.637 3.975 8.948  0.0836
C 13.584 0.289 0.318  -0.1047
O 12.320 -0.363 0.406  -0.1694
C 11.622 0.125 1.502  -0.2681
C 10.446 -0.777 1.853  -0.2132
N 9.281 -0.523 0.995  -0.0372
C 8.200 -1.362 1.535  -0.2280
C 7.012 -1.404 0.572  -0.1902
O 7.278 -2.171 -0.642  -0.1912
C 7.106 -3.557 -0.492  -0.1363
H 13.418 1.351 0.137  0.0866
H 14.181 -0.153 -0.480  0.0867
H 14.180 0.151 1.221  0.0815
H 11.168 1.080 1.239  0.1208
H 12.246 0.214 2.392  0.1182
H 10.209 -0.531 2.888  0.1146
H 10.798 -1.795 1.686  0.1275
H 8.972 0.411 1.223  0.1017
H 7.817 -1.103 2.523  0.1208
H 8.494 -2.411 1.491  0.1035
H 6.822 -0.371 0.280  0.1136
H 6.123 -1.848 1.019  0.1154
H 7.542 -4.052 -1.359  0.0863
H 6.058 -3.855 -0.448  0.0847
H 7.666 -3.996 0.335  0.0762
O 0.996 1.754 0.690  -0.0523
H 1.010 2.113 1.577  0.0228
H 1.163 2.507 0.124  0.0100
O 0.475 -1.899 -1.276  -0.0525
H 0.743 -1.568 -2.133  0.0236
H 0.673 -1.185 -0.670  0.0210
O -1.000 -4.411 2.214  -0.0529
H -1.349 -3.754 2.816  0.0176
H -0.585 -3.902 1.518  0.0243

Forces on atoms 1 to 6 (eV/Å):
0.338 0.448 0.166
0.011 -0.581 0.228
0.159 0.732 0.332
-0.381 0.823 -1.547
-0.373 -0.181 0.015
1.392 -0.382 0.308

As for the SMILES: COCCNCCOC.COCCNCCOC.COCCNCCOC.COCCNCCOC.COCCNCCOC.COCCNCCOC.COCCNCCOC.O.O.O. The calculation puts the relative energy (zero: lowest compared OMol25 entry of this formula, charge and spin) at 116.8 kcal/mol. The value obtained for the frontier orbital gap is 8.7113 eV.


[3]
The following is a quantum chemistry calculation of a structure of composition C6H13S3 at a distorted geometry, from OMol25.

Each line ends with the natural charge from an NBO analysis.
Geometry (Å):
C -1.393 -1.350 2.738  -0.7176
S 0.002 -0.387 2.034  0.6496
C 1.360 -1.365 2.793  -0.7152
H -2.176 -0.606 2.910  0.2641
H -1.736 -2.120 2.042  0.2568
H -1.053 -1.805 3.672  0.2583
H 2.151 -0.635 2.983  0.2643
H 0.984 -1.805 3.719  0.2589
H 1.712 -2.152 2.120  0.2548
C -0.075 1.769 -2.707  -0.4442
C -1.199 0.843 -2.324  -0.5064
S -1.481 0.643 -0.538  0.2454
C 0.037 -0.118 -0.092  -0.4957
S 1.297 1.093 -0.329  0.2530
C 1.234 1.282 -2.125  -0.5204
H 0.012 1.808 -3.806  0.2469
H -0.282 2.793 -2.355  0.2323
H -2.162 1.191 -2.715  0.2663
H -1.015 -0.173 -2.692  0.2214
H 0.216 -1.160 -0.451  0.2359
H 1.498 0.284 -2.521  0.2225
H 2.067 1.973 -2.356  0.2690

Forces on atoms 1 to 6 (eV/Å):
-0.482 0.305 -1.036
-0.096 0.478 0.078
0.531 0.253 -1.065
0.044 -0.353 0.035
0.043 0.121 0.151
-0.010 0.285 -0.239

The calculation puts the relative energy (zero: lowest compared OMol25 entry of this formula, charge and spin) at 0.0 kcal/mol. The value obtained for the frontier orbital gap is 7.4699 eV. As for the net charge: +1.


[4]
The following is a quantum chemistry calculation of an isolated molecule of C3H4F2 at a distorted geometry, from OMol25.

Each line ends with the natural charge from an NBO analysis.
Geometry (Å):
C 0.865 1.210 0.056  -0.5043
C 0.561 -0.065 -0.135  0.3857
F 1.547 -1.001 -0.297  -0.3435
C -0.881 -0.817 0.018  -0.0173
F -1.996 -0.021 -0.309  -0.3655
H 1.763 1.653 -0.305  0.2290
H 0.068 1.750 0.496  0.2218
H -0.871 -1.814 -0.623  0.2013
H -1.056 -0.896 1.098  0.1930

Forces on atoms 1 to 6 (eV/Å):
-0.898 -1.406 -0.531
-1.239 -1.408 0.592
-0.713 0.427 -0.682
1.266 0.301 -0.231
1.077 -0.233 -0.678
0.693 0.159 0.425

As for the SMILES: C=C(F)CF. The calculation puts the relative energy (zero: lowest compared OMol25 entry of this formula, charge and spin) at 24.6 kcal/mol. The value obtained for the frontier orbital gap is 10.9941 eV.


[5]
The following is a quantum chemistry calculation of a cluster of 7 separate species, C35H59N9O9S3 in total at a distorted geometry, from OMol25.

Each line ends with the Löwdin charge.
Geometry (Å):
C -4.239 -0.326 -2.323  -0.0428
C -3.803 -0.015 -0.738  -0.2902
O -4.798 0.271 0.102  -0.0453
O -2.367 -0.029 -0.459  -0.1314
C -2.028 -0.618 0.842  -0.1631
C -0.975 0.448 1.558  -0.1328
C 0.474 0.573 0.817  -0.1504
C 1.814 0.304 1.705  -0.3314
C 3.114 0.842 0.795  -0.1661
C 2.903 0.873 -0.812  -0.2491
C 2.738 -0.553 -1.585  -0.4918
S 2.142 -0.450 -3.358  0.7485
C 0.432 -1.291 -3.426  -0.8987
S -0.903 -0.207 -3.524  0.6132
N 0.324 -2.800 -3.378  -0.2077
C 0.224 -3.340 -1.968  -0.1437
C -0.388 -4.859 -1.849  -0.1717
O -1.532 -5.139 -2.731  -0.2186
C -0.964 -4.993 -4.112  -0.1359
C -0.748 -3.345 -4.295  -0.1782
C 1.879 1.120 3.158  -0.1827
C 1.047 2.554 3.168  -0.1574
C 1.398 3.627 2.011  -0.2636
N 0.205 4.596 1.897  -0.0488
C 1.752 0.223 4.507  -0.1850
C 1.007 0.965 5.808  -0.1639
C -0.584 1.166 5.734  -0.1788
C -1.231 0.442 7.098  -0.2336
O -0.866 1.143 8.347  -0.1359
C 1.408 -1.360 4.405  -0.2508
C -0.124 -1.859 4.288  -0.0875
O -0.064 -3.349 4.509  -0.1649
N -0.792 -3.608 5.643  -0.0007
O 0.069 -3.639 6.529  0.0256
O 2.217 -2.136 3.444  -0.2154
S 2.029 -1.549 1.856  0.9015
O 0.844 -2.392 1.240  -0.3661
O 3.286 -2.144 1.108  -0.3583
H -3.744 0.566 -2.942  0.0308
H -5.395 -0.229 -2.504  0.0969
H -3.756 -1.308 -2.736  0.0719
H -1.577 -1.675 0.640  0.1226
H -2.919 -0.751 1.587  0.1376
H -0.870 0.319 2.714  0.0779
H -1.533 1.500 1.434  0.1325
H 0.429 -0.208 -0.088  0.1197
H 0.452 1.625 0.252  0.1332
H 4.122 0.265 1.077  0.1414
H 3.409 1.967 1.079  0.1226
H 3.908 1.352 -1.255  0.1245
H 2.060 1.623 -1.204  0.1172
H 3.819 -1.059 -1.602  0.0996
H 2.042 -1.335 -1.035  0.0515
H 1.345 -3.406 -1.563  0.1296
H -0.306 -2.557 -1.241  0.1160
H -0.751 -5.016 -0.746  0.1377
H 0.418 -5.715 -2.053  0.1372
H 0.028 -5.599 -4.260  0.1201
H -1.826 -5.344 -4.859  0.1443
H -0.359 -3.216 -5.405  0.0944
H -1.816 -2.879 -4.140  0.1022
H 3.001 1.546 3.162  0.1524
H 1.408 3.107 4.167  0.1241
H -0.112 2.433 3.296  0.1002
H 1.675 3.249 0.957  0.0924
H 2.302 4.314 2.379  0.1353
H -0.599 4.126 1.409  0.0630
H -0.118 4.674 2.907  0.0708
H 2.871 0.174 4.954  0.1641
H 1.607 1.974 6.022  0.1156
H 1.267 0.263 6.734  0.1290
H -0.821 2.326 5.881  0.1323
H -1.156 0.685 4.837  0.0998
H -0.683 -0.617 7.154  0.1111
H -2.376 0.213 6.990  0.1306
H -0.330 1.975 8.155  0.0837
H 1.765 -1.803 5.463  0.1799
H -0.654 -1.754 3.255  0.1199
H -0.874 -1.495 5.108  0.1157
C -2.758 -1.179 -7.074  -0.0723
C -1.409 -1.738 -7.267  -0.2680
N -0.344 -2.180 -7.420  0.1303
H -2.784 -0.104 -7.283  0.0758
H -3.491 -1.654 -7.733  0.0841
H -3.110 -1.317 -6.046  0.0663
C 3.917 -4.632 -3.826  -0.0732
C 3.348 -5.806 -4.511  -0.2728
N 2.899 -6.733 -5.051  0.1143
H 5.008 -4.603 -3.912  0.0800
H 3.534 -3.695 -4.245  0.0736
H 3.676 -4.632 -2.758  0.0768
C -5.553 3.815 -2.330  -0.0685
C -4.205 3.256 -2.523  -0.2537
N -3.140 2.814 -2.676  0.1542
H -5.579 4.890 -2.539  0.0826
H -6.287 3.340 -2.989  0.0798
H -5.905 3.677 -1.302  0.0870
C 5.228 1.771 -6.176  -0.0660
C 4.971 0.967 -4.969  -0.2408
N 4.768 0.332 -4.016  0.0999
H 4.812 2.780 -6.086  0.0829
H 6.300 1.879 -6.369  0.0821
H 4.783 1.316 -7.067  0.0848
C -4.970 3.795 -6.152  -0.0723
C -5.419 2.413 -6.388  -0.2652
N -5.775 1.321 -6.574  0.1236
H -5.395 4.207 -5.230  0.0580
H -3.880 3.856 -6.061  0.0862
H -5.264 4.462 -6.970  0.0833
C 1.966 3.751 9.345  -0.0762
C 1.954 4.471 8.061  -0.2756
N 1.945 5.041 7.047  0.1226
H 0.961 3.668 9.772  0.0813
H 2.355 2.733 9.234  0.0827
H 2.593 4.257 10.087  0.0844

Forces on atoms 1 to 6 (eV/Å):
1.384 1.424 -0.029
-4.370 0.893 1.548
6.626 -1.688 -4.163
-4.015 -0.823 0.472
1.066 0.093 1.838
-0.794 0.835 -0.289

As for the SMILES: CC(=O)OCCC[C@@]1(CCCSC(=S)N2CCOCC2)[C@@H](CCN)[C@@H](CCCO)[C@@H](CON=O)OS1(=O)=O.CC#N.CC#N.CC#N.CC#N.CC#N.CC#N. The value obtained for the frontier orbital gap is 7.2113 eV.


no.,LUMO energy (eV)
1,1.04
2,0.11
3,-4.59
4,0.98
5,-0.73